#w
C24H56N8O8 | wB97M-V/def2-TZVPD

For the HOMO energy, the calculation gives -8.930 eV. The calculation puts the LUMO energy at 0.538 eV. Its charge is 0. Its structure (SMILES) is CNC(C)=O.CNC(C)=O.CNC(C)=O.CNC(C)=O.CNC(C)=O.CNC(C)=O.CNC(C)=O.CNC(C)=O.

```
96
Properties=species:S:1:pos:R:3:lowdin_charge:R:1
O -14.6412 12.0013 -2.8425 0.00
O -17.9351 15.4263 -6.1533 0.01
O -21.7295 11.2009 -4.1372 0.01
O -24.6535 12.5402 -7.5813 0.02
O -20.1504 12.7286 -9.6452 0.00
O -22.8466 9.1643 -8.3874 0.02
O -15.3382 10.0980 -6.4656 0.00
O -19.1886 13.9643 -0.6276 0.02
N -19.7345 11.8693 -5.0293 0.05
N -21.0763 8.3677 -7.3109 -0.01
N -21.6987 11.4286 -10.6247 0.05
N -16.3136 12.5255 -1.5281 0.01
N -25.5980 11.7368 -5.7345 0.03
N -21.1404 13.1870 -1.4925 0.03
N -13.1045 10.0611 -6.8931 0.00
N -18.7563 13.8523 -7.5770 -0.02
C -20.1366 8.4305 -8.4023 -0.06
C -15.7743 14.1362 -3.1993 -0.01
C -22.2878 13.7671 -10.0209 0.02
C -13.9457 8.5582 -5.2069 0.00
C -21.2859 12.6205 -10.0875 -0.49
C -21.1050 11.7127 -5.0661 -0.52
C -25.2499 11.6342 -7.0538 -0.60
C -18.8962 11.5094 -3.8611 -0.03
C -13.1841 10.9088 -8.0857 -0.05
C -16.4161 11.1979 -0.9866 -0.08
C -25.6620 10.4660 -7.8492 -0.01
C -17.5119 13.1745 -7.6233 -0.08
C -23.0146 11.0167 -11.0745 -0.05
C -14.1993 9.6836 -6.2298 -0.55
C -25.0453 12.8654 -4.9482 -0.05
C -20.2348 15.6606 -6.9473 0.01
C -21.5341 12.3763 -0.3214 -0.04
C -20.0269 13.9247 -1.5218 -0.61
C -22.3656 8.7472 -7.3356 -0.54
C -18.8714 15.0188 -6.8583 -0.52
C -21.7364 11.9114 -6.3985 0.02
C -19.7451 14.7084 -2.7562 0.01
C -23.0622 8.6934 -5.9635 0.01
C -15.4852 12.8522 -2.5256 -0.57
H -12.8705 11.9573 -7.7561 0.11
H -20.9981 11.4069 -0.3198 0.09
H -17.1103 13.1248 -1.3249 0.10
H -26.1044 10.9620 -5.3224 0.14
H -12.5786 10.5558 -8.8690 0.05
H -23.4965 10.4246 -10.2937 0.05
H -19.9527 9.5569 -8.7136 0.11
H -24.5252 12.5229 -4.0938 0.06
H -12.9004 8.3133 -5.0897 0.06
H -21.8895 14.5620 -9.3432 0.08
H -26.7548 10.2758 -7.8755 0.09
H -16.8337 13.8386 -8.1591 0.09
H -16.0643 11.1726 0.0889 0.10
H -22.5964 7.9343 -5.3030 0.08
H -23.6526 11.7818 -11.3419 0.06
H -14.3930 8.8570 -4.2058 0.10
H -16.5184 14.0017 -3.9975 0.07
H -17.4679 10.8252 -0.9914 0.08
H -22.9215 9.6638 -5.4315 0.07
H -22.8999 10.4014 -11.9482 0.08
H -17.1355 13.0496 -6.6228 0.07
H -20.5044 7.9262 -9.2962 0.09
H -15.9692 15.0019 -2.5174 0.10
H -23.2419 13.4471 -9.5688 0.07
H -22.7630 12.1914 -6.3018 0.05
H -25.1488 10.4629 -8.8965 0.10
H -18.7933 14.2370 -3.2051 0.09
H -14.2643 10.9382 -8.3928 0.09
H -19.4869 13.7086 -8.2482 0.06
H -21.4727 13.0600 -2.4291 0.10
H -15.8301 10.4996 -1.5393 0.06
H -14.8415 14.4775 -3.6848 0.09
H -20.1195 16.2860 -7.7901 0.07
H -25.2472 9.5487 -7.3157 0.07
H -21.1648 12.8585 0.5486 0.06
H -22.4629 14.2410 -10.9563 0.07
H -21.0899 14.9899 -7.0677 0.06
H -20.9689 10.7952 -10.6015 0.10
H -24.4597 13.5386 -5.5797 0.08
H -14.6032 7.7400 -5.4237 0.07
H -24.1348 8.3968 -6.0329 0.08
H -18.6106 10.4438 -3.7965 0.10
H -21.5644 11.0485 -7.0086 0.07
H -19.3595 12.0751 -5.9612 0.11
H -17.6096 12.1932 -8.1113 0.09
H -19.5558 15.7300 -2.4726 0.09
H -20.4994 14.5001 -3.5601 0.09
H -25.8990 13.4711 -4.7379 0.07
H -18.0472 12.1733 -3.8823 0.06
H -12.2725 9.7352 -6.4673 0.12
H -20.7467 7.9865 -6.4184 0.14
H -19.4131 11.8204 -2.9967 0.04
H -20.3617 16.2109 -6.0336 0.08
H -22.6396 12.2804 -0.1626 0.10
H -19.2353 8.0672 -8.0082 0.06
H -21.3124 12.8199 -6.8864 0.08
```

---

#x
C24H56N8O8 | wB97M-V/def2-TZVPD

For the HOMO energy, the calculation gives -8.791 eV. The calculation puts the LUMO energy at 0.360 eV. Its charge is 0. Its structure (SMILES) is CN(C)C=O.CN(C)C=O.CN(C)C=O.CN(C)C=O.CN(C)C=O.CN(C)C=O.CN(C)C=O.CN(C)C=O.

```
96
Properties=species:S:1:pos:R:3:lowdin_charge:R:1
O -2.3958 -2.7982 -0.7500 0.02
O -0.4716 -0.4179 -3.8782 -0.04
O 7.0269 2.3338 1.6775 -0.03
O 3.0789 0.2678 4.9846 -0.01
O -1.4863 1.4081 1.3086 -0.04
O 2.8503 -2.9540 -6.2998 0.00
O -5.4722 1.2794 -2.2950 0.00
O 0.3293 2.6497 7.2284 -0.01
N -4.3554 -3.3666 -1.9163 -0.18
N 5.5407 3.1184 3.2261 -0.18
N 0.5504 3.0273 5.0712 -0.15
N 0.2182 0.2930 0.2262 -0.17
N 1.6647 -3.8093 -4.5320 -0.17
N -4.8217 2.5130 -0.5475 -0.18
N -2.5395 -0.5220 -4.7496 -0.15
N 3.6765 -0.9974 3.2179 -0.18
C 1.0612 3.0276 6.3191 -0.34
C -4.2541 3.7902 -0.0492 -0.04
C 1.3010 1.0604 0.7320 -0.06
C 4.3657 2.7615 2.4171 -0.05
C -0.7306 2.3651 4.5987 -0.01
C -2.4225 -1.8666 -5.4431 -0.01
C -3.0023 -3.4473 -1.5742 -0.33
C 5.4209 4.0043 4.3975 -0.05
C 0.6379 -0.8012 -0.6935 -0.04
C -5.2384 -2.6412 -1.0248 -0.05
C 2.7894 -0.5122 4.0742 -0.36
C 6.8051 2.9648 2.7174 -0.32
C 1.3927 3.6204 4.0160 -0.07
C -5.1717 2.3525 -1.8255 -0.37
C -1.6164 0.0562 -3.9883 -0.32
C 3.2715 -1.9760 2.1726 -0.04
C 5.0646 -0.6365 3.3050 -0.05
C 1.9491 -2.8310 -5.4762 -0.31
C -1.0663 0.5702 0.4670 -0.29
C -4.9410 -4.2686 -2.9373 -0.06
C -3.9561 -0.1102 -4.8094 -0.06
C -4.9764 1.4964 0.4815 -0.03
C 0.9820 -3.4372 -3.2978 -0.07
C 2.6392 -4.9210 -4.4598 -0.07
H 2.1522 0.4258 0.9785 0.07
H 4.6220 2.2600 1.4839 0.09
H 2.2047 -2.1999 2.1682 0.08
H 1.1271 -0.3214 -1.5412 0.09
H -2.9072 -2.5940 -4.7919 0.06
H 1.7760 -0.9161 3.9254 0.14
H -4.8528 -1.6548 -0.7668 0.07
H 6.3068 4.1501 5.0156 0.09
H 3.8187 -2.9107 2.2954 0.08
H 3.6087 -1.6216 1.1986 0.08
H 2.1004 3.3832 6.3955 0.13
H -4.8002 4.5606 -0.5937 0.08
H 3.0818 -5.2414 -5.4030 0.08
H 1.5873 -2.7028 -2.7663 0.08
H 0.0002 -2.9750 -3.4001 0.06
H 1.6417 1.7643 -0.0274 0.10
H -5.8525 -3.8175 -3.3297 0.08
H -4.0509 1.6163 1.0447 0.07
H 1.2210 -1.6401 -0.3135 0.08
H 2.2720 4.1607 4.3667 0.07
H -2.0048 0.9390 -3.4572 0.14
H -4.5388 -0.4298 -5.6733 0.09
H 3.4933 -4.8312 -3.7887 0.09
H -6.2440 -2.5855 -1.4415 0.09
H 1.7155 2.8346 3.3331 0.04
H -5.1691 -3.1167 -0.0464 0.09
H 1.3747 -1.9091 -5.2965 0.13
H 5.1527 0.2325 3.9570 0.08
H -1.3975 1.9803 5.3703 0.08
H -0.2657 -1.3383 -0.9820 0.06
H 5.1760 4.9726 3.9609 0.09
H 1.0993 1.6867 1.6009 0.07
H -1.3723 -2.1000 -5.6188 0.07
H -4.4033 3.8990 1.0251 0.09
H -3.1940 3.9472 -0.2485 0.08
H -5.7909 1.7466 1.1613 0.09
H -4.3175 -4.3098 -3.8304 0.07
H -5.0564 3.2829 -2.4027 0.14
H 4.6450 3.5595 5.0205 0.08
H 5.5391 -0.4108 2.3500 0.09
H -5.1868 -5.2791 -2.6109 0.09
H 3.7629 2.0057 2.9207 0.06
H -4.0386 0.9711 -4.6993 0.08
H 0.8612 -4.3230 -2.6742 0.09
H -2.9541 -2.0090 -6.3840 0.08
H 5.6479 -1.4123 3.8009 0.10
H 0.8548 4.3999 3.4765 0.09
H -0.4769 1.4709 4.0295 0.07
H -5.0649 0.4714 0.1215 0.07
H -2.6317 -4.2533 -2.2262 0.13
H 7.6359 3.4157 3.2817 0.13
H -4.4207 -0.6492 -3.9838 0.08
H -1.6965 -0.0707 -0.1688 0.13
H 2.1428 -5.8482 -4.1735 0.08
H -1.4059 3.0387 4.0711 0.08
H 3.7746 3.6501 2.1956 0.09
```

---

If you had to name the least stable structure above, which would it be? It would be #x.